1.
ORCA calculation (ωB97M-V with the def2-TZVPD basis set) on the molecule C4H8N2.

LUMO: 1.3 eV
SMILES: N/N=C/C1CC1
relative energy (zero: lowest compared OMol25 entry of this formula, charge and spin): 1.894 eV

```
! RIJCOSX wB97M-V def2-TZVPD def2/J DEFGRID3
* xyz 0 1
C -0.582 -0.257 -1.036
C 0.689 -0.781 -1.682
C 0.366 0.684 -1.719
H -1.517 -0.491 -1.530
N 0.069 0.199 2.544
H 0.445 1.024 2.989
N 0.179 0.337 1.174
H 1.480 -1.098 -1.007
H -0.885 0.055 2.870
H 0.921 1.335 -1.046
H 0.578 -1.351 -2.597
C -0.689 -0.243 0.448
H -1.538 -0.777 0.891
H 0.066 1.129 -2.660
*
```

***

2.
ORCA calculation (ωB97M-V with the def2-TZVPD basis set) on the molecule C4H8N2 in a non-equilibrium geometry.

LUMO: 1.0 eV
SMILES: C[C@@H]1C=NNC1
relative energy (zero: lowest compared OMol25 entry of this formula, charge and spin): 1.927 eV

```
! RIJCOSX wB97M-V def2-TZVPD def2/J DEFGRID3
* xyz 0 1
H -0.661 -1.498 0.539
H 2.403 0.687 1.150
H 1.326 -0.385 -1.257
C -0.391 -0.547 0.131
H -2.227 -0.031 -0.901
H -1.141 -0.639 -2.186
C -1.163 -0.073 -1.137
N 1.502 0.789 0.623
C -0.562 0.567 1.169
H -0.890 0.987 -1.260
C 1.114 -0.443 -0.105
H 1.702 -1.498 0.124
N 0.487 1.215 1.453
H -1.499 0.868 1.658
*
```

***

Q: relative energy (zero: lowest compared OMol25 entry of this formula, charge and spin) of number 1 (C4H8N2)?
A: 1.894 eV